1.
ORCA calculation (wB97M-V/def2-TZVPD) on a molecular structure, C30H27O2P2SbSe4V at a distorted geometry.

Properties
- E_HOMO (alpha / beta): 0.418 / 0.080 eV
- Energy relative to the best compared isomer or geometry (same formula, charge and spin): 10.834 eV
- Lowest unoccupied orbital energy (alpha / beta): 3.92 / 3.89 eV
- Total charge: -2
- 2S+1: 4
- Orbital gap (alpha / beta): 3.507 / 3.814 eV

The geometry in XYZ format:
```
67
C30H27O2P2SbSe4V | the Open Molecules 2025 dataset | wB97M-V/def2-TZVPD
V -0.57754 1.49805 -1.97674
C -0.85244 3.51265 -1.61914
C -1.17764 3.29535 -2.96194
C -2.28704 2.41325 -2.97734
C -2.59854 2.10515 -1.65484
C -1.70374 2.75825 -0.83524
H -0.09744 4.20825 -1.25364
H -0.77154 3.81665 -3.83824
H -2.87364 2.13925 -3.86604
H -3.43644 1.49155 -1.32274
H -1.67104 2.67765 0.24676
O 0.75486 2.04195 -0.43624
P 1.04866 1.12965 0.69376
C 0.97306 -0.67585 0.39326
P -0.71384 -1.07965 -0.23834
O -1.43294 0.16765 -0.63624
C -1.62034 -1.82635 1.09506
C -1.19154 -3.05165 1.61846
C -1.91694 -3.65115 2.61986
C -3.08204 -3.05845 3.10156
C -3.52324 -1.85355 2.55986
C -2.79974 -1.24465 1.56246
C -0.53784 -2.25325 -1.59574
C 0.62006 -3.01015 -1.82054
C 0.76736 -3.66535 -3.03534
C -0.28004 -3.66095 -3.97174
C -1.49134 -3.03855 -3.67234
C -1.60234 -2.27985 -2.51504
C 2.80996 1.24465 1.08256
C 3.74526 1.13215 0.05556
C 5.08886 1.06285 0.36906
C 5.48716 1.09135 1.69816
C 4.55006 1.17495 2.72076
C 3.20826 1.24505 2.41336
C 0.05936 1.49045 2.12096
C -0.20784 2.85915 2.32446
C -0.99374 3.26835 3.37286
C -1.51474 2.32735 4.26096
C -1.21184 0.97525 4.09426
C -0.43234 0.55325 3.04476
H 1.19246 -1.17115 1.34246
H 1.77606 -0.95405 -0.32884
H -0.28634 -3.50015 1.22716
H -1.57654 -4.59005 3.03756
H -3.64624 -3.53335 3.89236
H -4.43194 -1.39315 2.92486
H -3.13794 -0.30215 1.14836
H 1.42996 -2.99475 -1.09804
H 1.73776 -4.05415 -3.36874
H -0.06834 -4.06915 -4.96334
H -2.30974 -3.06065 -4.37914
H -2.50534 -1.69035 -2.30064
H 3.44676 1.09175 -0.99604
H 5.81176 0.96975 -0.42734
H 6.53706 1.03265 1.94626
H 4.85816 1.16635 3.75886
H 2.45436 1.29795 3.19116
H 0.21806 3.58625 1.63546
H -1.20444 4.32325 3.50366
H -2.14314 2.64805 5.07986
H -1.58894 0.24605 4.80176
H -0.19804 -0.49925 2.94746
Se 2.31486 -2.61625 -6.25754
Sb 1.47166 -0.87325 -4.78034
Se 1.13246 0.45985 -2.67954
Se -0.42864 0.46265 -3.81844
Se 2.63096 0.68635 -6.26084
```

2.
ORCA calculation (wB97M-V/def2-TZVPD) on C4H5N3 in the gas phase at a distorted geometry.

Properties
- E_HOMO: -8.951 eV
- Structure (SMILES): Nc1ncccn1
- Energy relative to the best compared isomer or geometry (same formula, charge and spin): 1.550 eV
- Lowest unoccupied orbital energy: 0.54 eV
- Orbital gap: 9.496 eV

The geometry in XYZ format:
```
12
C4H5N3 | the Open Molecules 2025 dataset | wB97M-V/def2-TZVPD
N -1.18563 1.20722 1.56692
C -0.41859 0.73174 0.49578
N 0.86292 0.58934 0.77636
C 1.55381 -0.10984 -0.14932
C 0.93999 -0.85864 -1.11586
C -0.47496 -0.85191 -1.16839
N -1.11629 0.14562 -0.60372
H -2.06783 1.66053 1.40258
H -1.21205 0.53601 2.33074
H 2.63898 -0.08933 -0.07618
H 1.50595 -1.25537 -1.94082
H -1.04983 -1.72098 -1.56193
```

3.
ORCA calculation (wB97M-V/def2-TZVPD) on C3H3NO2S2 in the gas phase at a distorted geometry.

Properties
- E_HOMO: -8.740 eV
- Structure (SMILES): O=C1CN2SS[C@]12O
- Energy relative to the best compared isomer or geometry (same formula, charge and spin): 2.777 eV
- Lowest unoccupied orbital energy: -0.48 eV
- Orbital gap: 8.259 eV

The geometry in XYZ format:
```
11
C3H3NO2S2 | the Open Molecules 2025 dataset | wB97M-V/def2-TZVPD
O -1.68232 1.20013 0.86237
C -0.87305 0.41292 0.49696
C -0.64382 -1.10818 0.45434
N 0.31165 -0.95281 -0.55750
S 1.97010 -1.25436 0.02406
S 1.85804 0.75041 0.50479
C 0.29965 0.51408 -0.43307
O 0.33254 1.30304 -1.62821
H -0.32242 -1.40373 1.40882
H -1.70327 -1.67386 0.25143
H 0.45290 2.21236 -1.38399
```

4.
ORCA calculation (wB97M-V/def2-TZVPD) on a molecular structure, C36H42ClGeIN8O4W at a distorted geometry.

Properties
- E_HOMO (alpha / beta): -4.581 / -6.779 eV
- Lowest unoccupied orbital energy (alpha / beta): -0.01 / -0.15 eV
- 2S+1: 3
- Orbital gap (alpha / beta): 4.576 / 6.627 eV

The geometry in XYZ format:
```
94
C36H42ClGeIN8O4W | the Open Molecules 2025 dataset | wB97M-V/def2-TZVPD
W 0.00388 0.00698 -0.00617
C -4.09853 0.80487 -3.60183
N -3.72935 0.41985 -2.23949
C -4.42049 -0.77139 -1.76826
C -2.44186 0.64319 -1.80934
N -1.72135 -0.15523 -1.11524
N -1.91360 1.88489 -2.14946
C -0.69650 2.42367 -1.76362
N -0.51233 3.72540 -2.14834
N 0.15846 1.74143 -1.10928
H -5.15309 0.60022 -3.79502
H -3.50189 0.24903 -4.33278
H -3.95252 1.87356 -3.77144
H -5.48370 -0.72516 -2.01244
H -4.34913 -0.85599 -0.68152
H -3.99935 -1.67406 -2.22490
H -2.17852 -1.32151 -0.62265
H -2.62642 2.58400 -2.28032
H -0.78062 3.88964 -3.11128
H 0.44261 4.02125 -1.99900
H 1.24506 2.21737 -0.67513
Cl 1.39238 4.75086 4.76572
C 0.63645 3.64795 3.65640
C -0.74757 3.62403 3.63263
C -1.40041 2.75724 2.75997
I -3.52544 2.82343 2.82616
C -0.72084 1.88728 1.88458
O -1.31180 1.07692 1.06806
C 0.68834 1.93782 1.93574
N 1.35287 1.10606 1.09784
C 2.71558 1.11000 1.09895
C 3.47205 1.91891 1.91294
C 2.80166 2.78000 2.78110
C 1.38502 2.81012 2.81287
H -1.31424 4.27392 4.28670
H 3.17133 0.42036 0.40096
H 4.55184 1.88479 1.87611
H 3.38475 3.42378 3.42824
N -1.37833 -1.09944 1.08586
C -0.69157 -1.75281 2.19128
C 0.70437 -2.21351 1.72286
N 1.38735 -1.10438 1.08364
H -2.18127 -0.46578 1.37703
H -1.81160 -1.80457 0.42908
H -1.27630 -2.60325 2.55626
H -0.58396 -1.04082 3.01559
H 0.59544 -3.02796 1.00093
H 1.29069 -2.58872 2.56650
H 2.18888 -1.39000 0.44272
H 1.81521 -0.46932 1.78077
O 1.43087 0.01141 -1.01748
O 0.16605 -0.54591 -3.10655
C 0.21047 -1.59948 -2.49608
O 0.00133 -1.63020 -1.17666
C 0.51612 -2.88110 -3.21416
C -0.64267 -3.87525 -3.07119
Ge -0.21336 -5.57246 -3.94032
C 1.47923 -6.14213 -3.19682
C 2.59337 -6.35123 -4.01357
C 3.80698 -6.74826 -3.45341
C 3.91314 -6.93635 -2.07754
C 2.80624 -6.72650 -1.25866
C 1.59297 -6.32934 -1.81589
C -1.61023 -6.85163 -3.55219
C -1.33160 -8.04018 -2.87161
C -2.35400 -8.94954 -2.60325
C -3.65639 -8.67665 -3.01369
C -3.93860 -7.49423 -3.69401
C -2.91868 -6.58391 -3.96324
C -0.14126 -5.41077 -5.86796
C -0.43543 -4.20159 -6.50497
C -0.38412 -4.11032 -7.89499
C -0.04166 -5.22511 -8.65545
C 0.24585 -6.43450 -8.02713
C 0.19357 -6.52841 -6.63806
H 1.43394 -3.31104 -2.77617
H 0.70889 -2.67152 -4.27639
H -1.56965 -3.46525 -3.50771
H -0.81421 -4.08468 -2.00209
H 2.52772 -6.20333 -5.08340
H 4.66876 -6.90851 -4.08839
H 4.85603 -7.24327 -1.64395
H 2.88878 -6.87018 -0.18882
H 0.73802 -6.16521 -1.17045
H -0.32417 -8.26801 -2.54903
H -2.13503 -9.86924 -2.07590
H -4.44898 -9.38346 -2.80503
H -4.95099 -7.28275 -4.01378
H -3.14742 -5.66695 -4.49353
H -0.71370 -3.32712 -5.93281
H -0.61326 -3.17199 -8.38378
H -0.00231 -5.15259 -9.73459
H 0.50907 -7.30197 -8.61852
H 0.41699 -7.47398 -6.15841
```

5.
ORCA calculation (wB97M-V/def2-TZVPD) on CH4ClO2P in the gas phase at a distorted geometry.

Properties
- E_HOMO (alpha / beta): -8.226 / -8.276 eV
- Energy relative to the best compared isomer or geometry (same formula, charge and spin): 3.178 eV
- Lowest unoccupied orbital energy (alpha / beta): -0.85 / -0.13 eV
- Orbital gap (alpha / beta): 7.375 / 8.143 eV

The geometry in XYZ format:
```
9
CH4ClO2P | the Open Molecules 2025 dataset | wB97M-V/def2-TZVPD
C -1.73321 -0.55350 -0.31420
O 1.58669 1.08613 -0.68227
O 0.50789 -0.98404 0.24708
P 0.85184 0.41964 0.61906
Cl -1.60756 1.01958 0.11633
H -1.71968 -0.75976 -1.39438
H -1.99365 -1.32526 0.37696
H 1.54009 2.02779 -0.84502
H 1.88243 -0.00158 1.32449
```

6.
ORCA calculation (wB97M-V/def2-TZVPD) on 3 unconnected molecules or ions with the total composition C4H15NO2S at a distorted geometry.

Properties
- E_HOMO: -8.683 eV
- Structure (SMILES): CN[C@H](C)CS.O.O
- Energy relative to the best compared isomer or geometry (same formula, charge and spin): 2.254 eV
- Lowest unoccupied orbital energy: 0.57 eV
- Orbital gap: 9.248 eV

The geometry in XYZ format:
```
23
C4H15NO2S | the Open Molecules 2025 dataset | wB97M-V/def2-TZVPD
C 0.89819 0.95458 -1.20051
N -0.47086 0.42840 -1.36038
C -0.65801 -0.49215 -0.14960
C -0.79911 -1.90046 -0.68574
C -1.91415 0.10015 0.51428
S -2.09071 -0.64161 2.23571
H 1.55234 0.75672 -2.05117
H 0.66647 2.01100 -1.02025
H 1.50284 0.80049 -0.32540
H -0.63614 -0.15452 -2.24684
H 0.17091 -0.36258 0.60838
H -1.52334 -2.44322 -0.10761
H -1.42499 -1.88925 -1.59332
H 0.11862 -2.52204 -0.80785
H -1.75115 1.24997 0.66263
H -2.84542 -0.10674 0.01551
H -3.19313 -1.46200 1.84060
O 3.74680 -1.89943 0.52512
H 3.56463 -2.76611 0.94369
H 4.50280 -1.54536 0.98629
O 0.61171 4.10499 0.92719
H -0.31111 4.25565 0.59973
H 0.28283 3.52353 1.68954
```

7.
ORCA calculation (wB97M-V/def2-TZVPD) on a molecular structure, C4H38F12LiN2O27S4 at a distorted geometry.

Properties
- E_HOMO: -5.930 eV
- Energy relative to the best compared isomer or geometry (same formula, charge and spin): 7.778 eV
- Lowest unoccupied orbital energy: -1.44 eV
- Total charge: -1
- Orbital gap: 4.486 eV

The geometry in XYZ format:
```
88
C4H38F12LiN2O27S4 | the Open Molecules 2025 dataset | wB97M-V/def2-TZVPD
Li -1.24304 1.80404 -4.78114
C 5.47339 4.46928 7.50173
F 6.21847 4.16748 8.59735
F 4.63428 5.42204 7.88668
F 6.22613 4.84424 6.46350
S 4.34599 2.96191 7.00399
O 3.16981 3.59011 6.39323
O 4.98988 2.18873 5.92760
N 3.83803 2.25611 8.54672
S 4.25866 0.79151 8.27485
O 3.55913 0.12514 7.13152
O 5.70776 0.62338 8.42588
C 3.53869 -0.12281 9.82998
F 3.97775 -1.38625 9.81352
F 4.19785 0.41600 10.86329
F 2.18794 -0.08686 9.87858
C -2.38519 -2.18447 -1.98202
F -2.89696 -1.93529 -3.17597
F -3.30315 -2.78999 -1.16904
F -1.23064 -2.86814 -2.21153
S -1.90106 -0.48628 -1.17859
O -2.90125 0.47455 -1.64895
O -1.96104 -0.86402 0.24976
N -0.25071 -0.18051 -1.89402
S 0.69197 0.00644 -0.72831
O 0.22768 0.87904 0.32257
O 1.23492 -1.27591 -0.20708
C 2.30936 0.88776 -1.51968
F 2.12798 2.20964 -1.54676
F 3.36335 0.65488 -0.67824
F 2.60505 0.50920 -2.77675
O 3.34804 -6.86746 1.44209
H 3.34862 -5.91258 1.37556
H 3.80228 -7.16327 0.65316
O -9.52045 -3.61043 -2.76127
H -10.00878 -3.70449 -1.94339
H -8.63838 -3.35991 -2.48667
O -2.37063 4.54742 2.18130
H -1.68617 3.88208 2.11016
H -1.90837 5.33866 2.45785
O -7.66340 -3.09572 3.57339
H -8.25272 -2.98058 4.31882
H -7.32121 -2.21869 3.40028
O -6.61750 -8.09969 2.08580
H -5.73620 -8.46936 2.03222
H -6.48137 -7.19417 2.36462
O 3.52023 8.64468 0.47930
H 4.03810 9.23795 1.02342
H 3.17138 7.99868 1.09349
O -1.20300 -8.36504 0.67878
H -1.32940 -8.56851 -0.24795
H -0.42927 -7.80180 0.69747
O -3.03516 -1.12669 5.63960
H -2.74236 -1.11487 4.72836
H -3.49620 -1.96036 5.73275
O -5.36034 -3.65744 -8.60810
H -4.94320 -2.80973 -8.45438
H -4.77113 -4.29226 -8.20059
O 7.59280 7.13729 -2.47915
H 6.66067 6.96493 -2.34632
H 8.03395 6.57527 -1.84217
O 6.16451 -2.14652 2.75166
H 5.94027 -1.44102 3.35846
H 6.20178 -1.72278 1.89418
O 7.92866 -2.56396 -4.33300
H 8.24886 -2.48734 -3.43420
H 8.06482 -1.69523 -4.71114
O -4.06341 1.69046 -6.92759
H -4.04061 1.75091 -7.88261
H -4.95591 1.40920 -6.72617
O 1.16823 2.16065 -7.42452
H 1.57841 2.99676 -7.64563
H 0.75046 1.87592 -8.23732
O -0.76538 5.19779 -3.56475
H -1.68445 5.46222 -3.52417
H -0.32233 5.93380 -3.98693
O 1.63282 -7.57660 -5.81962
H 2.48334 -7.87685 -6.14007
H 1.76354 -6.64847 -5.62544
O -9.12423 3.89795 -3.38532
H -8.28600 4.23535 -3.06948
H -8.88859 3.16951 -3.95985
O 1.91051 -2.88210 -5.21519
H 2.28268 -2.37950 -5.93984
H 1.39735 -2.24415 -4.71927
O -5.63135 6.52115 -0.48441
H -5.52659 6.44800 -1.43304
H -5.03926 5.86000 -0.12588
```

8.
ORCA calculation (wB97M-V/def2-TZVPD) on 2 unconnected molecules or ions with the total composition C3H9NO2 at a distorted geometry.

Properties
- E_HOMO: -9.035 eV
- Structure (SMILES): O=CO.CCN
- Energy relative to the best compared isomer or geometry (same formula, charge and spin): 1.173 eV
- Lowest unoccupied orbital energy: 0.48 eV
- Orbital gap: 9.518 eV

The geometry in XYZ format:
```
15
C3H9NO2 | the Open Molecules 2025 dataset | wB97M-V/def2-TZVPD
O -2.13908 -1.13304 -1.32231
C -2.02308 -1.92761 -0.45836
O -0.81734 -2.24915 0.04710
H -2.85868 -2.45773 0.01167
H -0.94611 -2.77922 0.83923
C 1.03124 1.25946 1.22429
C 0.79184 1.45556 -0.27256
N 1.06255 0.18215 -0.96802
H 2.05623 0.92418 1.36237
H 0.82050 2.14882 1.81821
H 0.38467 0.47076 1.61945
H -0.22938 1.80906 -0.44829
H 1.47251 2.23979 -0.60287
H 0.21574 -0.36514 -0.90267
H 1.17841 0.42210 -1.94724
```